(1)
{
  "formula": "CH14O6",
  "method": "the ωB97M-V functional and the def2-TZVPD basis",
  "elements": ["C", "O", "H", "H", "H", "H", "H", "H", "O", "H", "H", "O", "H", "H", "O", "H", "H", "O", "H", "H", "O"],
  "coordinates": [[0.6617, -1.6189, -1.1596], [-0.2793, -0.5463, -0.7868], [0.4994, -2.4820, -0.3956], [0.2856, -2.1480, -2.0660], [1.6762, -1.2448, -1.1613], [-1.2143, -0.9196, -0.5052], [-3.2336, -0.1265, 2.6363], [-1.6672, 0.1070, 2.5468], [-2.4730, -0.0825, 2.1040], [0.6223, 1.6191, 1.1477], [-0.3748, 0.7069, 0.8815], [0.0752, 1.0090, 1.6764], [4.5297, 1.1527, 0.5281], [3.1311, 0.7122, 0.0378], [4.0662, 0.5282, -0.2316], [-2.9549, -1.1569, 0.2043], [-3.6304, -1.0758, -1.2797], [-2.9699, -1.4125, -0.6900], [1.4811, 2.1534, -2.0066], [0.5518, 1.1552, -1.2418], [1.1218, 1.9116, -1.1181]],
  "nbo_charge": [-0.257, -0.830, 0.173, 0.179, 0.204, 0.518, 0.480, 0.509, -0.985, 0.484, 0.480, -0.969, 0.464, 0.477, -0.942, 0.506, 0.498, -0.979, 0.482, 0.497, -0.988],
  "gap_ev": 10.9,
  "charge": 0,
  "smiles": "CO.O.O.O.O.O",
  "e_above_lowest_kcal_mol": 35.2,
  "largest_force_ev_per_a": 4.69,
  "e_homo_ev": -10.34,
  "multiplicity": 1
}

(2)
{
  "formula": "CH15B3NO2Tl",
  "method": "the ωB97M-V functional and the def2-TZVPD basis",
  "elements": ["Tl", "B", "H", "H", "H", "H", "B", "H", "H", "H", "H", "B", "H", "H", "H", "H", "C", "N", "O", "O", "H", "H", "H"],
  "coordinates": [[0.6846, 2.8974, 1.1824], [6.0374, 3.2994, 1.0953], [5.5674, 2.4398, 1.5475], [5.5464, 4.1694, 1.5030], [7.0977, 3.3445, 1.2896], [5.9579, 3.2294, 0.0215], [-3.7169, 2.5077, -1.8477], [-3.2305, 3.4663, -1.7536], [-4.3403, 2.3386, -0.9835], [-4.2190, 2.3373, -2.7874], [-2.9474, 1.7515, -1.8305], [3.1057, -1.3975, -1.5722], [3.7190, -2.2725, -1.7222], [3.5190, -0.4622, -1.9168], [2.0683, -1.4278, -1.8673], [3.0477, -1.2632, -0.5032], [-4.5541, -3.6665, 1.0894], [-3.2783, -3.4527, 1.8151], [-2.7210, -2.4251, 1.5151], [-2.9486, -4.1760, 2.7941], [-4.4229, -4.7166, 0.8282], [-4.6530, -2.9810, 0.2477], [-5.3190, -3.5402, 1.8556]],
  "nbo_charge": [0.996, -0.556, 0.052, 0.029, 0.083, 0.091, -0.614, -0.045, 0.006, 0.066, 0.139, -0.547, 0.035, -0.013, 0.046, 0.232, -0.479, 0.522, -0.363, -0.398, 0.234, 0.244, 0.240],
  "gap_ev": 1.7,
  "charge": 0,
  "e_above_lowest_kcal_mol": 235.2,
  "largest_force_ev_per_a": 5.76,
  "e_homo_ev": -9.05,
  "multiplicity": 1
}

(3)
{
  "formula": "CH15N2O5",
  "method": "the ωB97M-V functional and the def2-TZVPD basis",
  "elements": ["N", "C", "N", "H", "H", "H", "H", "H", "H", "H", "O", "H", "H", "O", "H", "H", "O", "H", "H", "O", "H", "H", "O"],
  "coordinates": [[-0.4079, -0.6302, -1.9637], [-1.6968, -0.6538, -1.3776], [-1.7133, -0.9023, -0.0268], [0.4066, -0.2349, -1.4105], [-0.3490, -0.3388, -2.9967], [-2.5501, -0.6165, -2.0338], [-2.4096, -1.0405, 0.7486], [-0.7300, -0.7688, 0.4699], [4.7696, 0.4724, -0.1188], [4.7203, -0.1978, 1.3707], [4.2732, 0.3999, 0.7488], [0.1068, -4.2734, -0.4827], [-0.8392, -5.5948, -0.2011], [-0.3897, -4.7400, 0.0932], [-1.4486, 4.6098, -0.1208], [-0.1732, 4.2327, 0.6886], [-0.9370, 3.9253, 0.2974], [2.6065, 1.1355, -0.9427], [1.6452, 1.5426, 0.1999], [1.6518, 1.0672, -0.5642], [-1.6252, 1.9187, 2.5510], [-2.3799, 0.5161, 2.7430], [-1.6884, 1.0086, 2.1415]],
  "mulliken_spin": [0.072, -0.024, 0.067, -0.001, -0.002, -0.001, -0.002, -0.003, -0.009, -0.008, 0.255, -0.009, -0.010, 0.327, -0.006, -0.006, 0.191, -0.003, -0.002, 0.089, -0.003, -0.003, 0.092],
  "gap_ev": [11.3, 2.1],
  "charge": 2,
  "e_above_lowest_kcal_mol": 77.4,
  "largest_force_ev_per_a": 6.37,
  "e_homo_ev": [-18.40, -16.69],
  "multiplicity": 2
}

(4)
{
  "formula": "CH15N3O9P4Si2",
  "method": "the ωB97M-V functional and the def2-TZVPD basis",
  "elements": ["N", "P", "O", "Si", "O", "Si", "P", "P", "O", "O", "O", "P", "O", "O", "O", "H", "H", "H", "H", "H", "H", "H", "H", "H", "H", "H", "C", "O", "N", "N", "H", "H", "H", "H"],
  "coordinates": [[0.7705, 4.6693, -0.5047], [1.7758, 3.3486, -0.9746], [1.5874, 3.3055, -2.6151], [0.6168, 1.4902, -0.3481], [-0.3247, 0.8599, -1.5958], [-1.8118, 1.5203, -1.8634], [-3.3363, 0.1244, -1.0248], [-5.0264, 1.4235, -0.6438], [-4.8690, 2.8038, -1.1128], [-5.1435, 1.3620, 0.9489], [-6.3246, 0.6950, -1.2222], [2.1163, -0.1251, 0.1019], [3.2467, 0.3382, 0.9074], [2.5740, -0.6862, -1.3393], [1.2323, -1.2997, 0.7231], [0.8604, 4.8085, 0.4951], [-0.2156, 4.5406, -0.7153], [0.8532, 3.8681, -2.8882], [-0.1832, 1.7812, 0.8676], [-1.9915, 1.6361, -3.3230], [-1.9357, 2.8643, -1.2667], [-3.8137, -0.6854, -2.0681], [-5.4948, 2.2072, 1.2591], [-6.2241, -0.2632, -1.1763], [1.8080, -1.1132, -1.7462], [1.6931, -2.1549, 0.7084], [3.2526, -4.4506, 2.1281], [2.7949, -3.9385, 1.1176], [2.6532, -5.5138, 2.7402], [4.3958, -3.9950, 2.7129], [3.0111, -5.9499, 3.5679], [1.8106, -5.8660, 2.3269], [4.8493, -3.2100, 2.2822], [4.7928, -4.3953, 3.5409]],
  "nbo_charge": [-1.148, 0.905, -0.976, 0.827, -1.240, 1.208, -0.364, 2.113, -1.099, -0.992, -0.972, 1.980, -1.085, -0.978, -1.016, 0.394, 0.369, 0.488, -0.170, -0.175, -0.178, 0.046, 0.515, 0.504, 0.500, 0.536, 0.785, -0.704, -0.842, -0.838, 0.390, 0.409, 0.418, 0.389],
  "gap_ev": 8.5,
  "charge": 0,
  "largest_force_ev_per_a": 1.42,
  "e_homo_ev": -8.20,
  "multiplicity": 1
}

(5)
{
  "formula": "CH15O9V",
  "method": "the ωB97M-V functional and the def2-TZVPD basis",
  "elements": ["O", "V", "O", "C", "O", "H", "H", "H", "O", "H", "H", "O", "H", "H", "O", "H", "H", "O", "H", "H", "O", "H", "H", "O", "H", "H"],
  "coordinates": [[-4.1896, -20.1373, 1.6536], [-4.0808, -19.3734, 0.1810], [-4.2214, -20.5284, -0.9760], [-6.8381, -17.4791, 1.0257], [-6.3283, -18.5652, 0.2448], [-6.0737, -17.0663, 1.6840], [-7.1266, -16.6209, 0.4188], [-7.6867, -17.7062, 1.6710], [-4.9748, -16.8473, 4.5591], [-4.8366, -15.9759, 4.9301], [-5.4946, -16.6927, 3.7703], [-7.1063, -14.8135, -1.3047], [-7.2241, -15.6148, -0.7946], [-7.5609, -14.9850, -2.1294], [-8.5626, -19.9655, -0.7123], [-8.6566, -19.6182, -1.5993], [-7.7730, -19.5446, -0.3722], [-4.8383, -14.5106, 1.6979], [-5.3735, -14.6194, 2.4840], [-4.8221, -15.3794, 1.2965], [-4.3347, -15.1774, -1.4127], [-4.6341, -16.0413, -1.1294], [-5.0966, -14.6096, -1.2973], [-7.5078, -21.0701, 1.7010], [-8.3108, -21.3662, 1.2724], [-7.3264, -20.2166, 1.3074]],
  "mulliken_spin": [0.308, -0.480, 0.165, -0.002, 0.880, -0.010, 0.087, 0.030, 0.000, 0.000, 0.002, 0.005, 0.005, 0.000, 0.000, 0.001, -0.003, 0.000, 0.000, 0.000, 0.000, -0.001, 0.000, 0.022, -0.001, -0.007],
  "gap_ev": [6.9, 5.2],
  "charge": 1,
  "largest_force_ev_per_a": 6.45,
  "e_homo_ev": [-14.70, -14.63],
  "multiplicity": 2
}

(6)
{
  "formula": "CH16O6",
  "method": "the ωB97M-V functional and the def2-TZVPD basis",
  "elements": ["C", "H", "H", "H", "H", "H", "H", "O", "H", "H", "O", "H", "H", "O", "H", "H", "O", "H", "H", "O", "H", "H", "O"],
  "coordinates": [[0.9468, 1.2425, 1.5397], [0.9938, 2.2414, 1.9743], [-0.0636, 0.8522, 1.6094], [1.6303, 0.5869, 2.0725], [1.1695, 1.3003, 0.4737], [-2.7496, -0.5943, 0.8410], [-1.9879, -0.9069, -0.4348], [-2.2735, -1.3210, 0.4023], [2.4105, -2.5774, 0.1850], [1.2836, -1.7442, 0.7852], [2.0978, -1.6499, 0.2431], [2.5305, 0.2997, -2.0762], [1.7869, -0.6731, -1.1326], [1.7079, -0.1789, -1.9877], [-1.8075, 1.9137, -1.2772], [-2.1590, 3.1944, -0.5275], [-2.4991, 2.3365, -0.7355], [-0.8535, -1.6971, 1.2123], [-0.4901, -2.4398, 2.5136], [-0.1084, -1.9616, 1.8052], [-0.9321, 0.6145, -3.1625], [0.1384, 0.4132, -2.0808], [-0.7716, 0.7489, -2.2424]],
  "nbo_charge": [-0.853, 0.209, 0.212, 0.220, 0.209, 0.494, 0.502, -0.952, 0.481, 0.514, -0.985, 0.481, 0.515, -0.993, 0.499, 0.462, -0.979, 0.504, 0.482, -1.001, 0.476, 0.512, -1.008],
  "gap_ev": 11.4,
  "charge": 0,
  "smiles": "C.O.O.O.O.O.O",
  "e_above_lowest_kcal_mol": 1.3,
  "largest_force_ev_per_a": 1.57,
  "e_homo_ev": -10.86,
  "multiplicity": 1
}

(7)
{
  "formula": "CH16O6S",
  "method": "the ωB97M-V functional and the def2-TZVPD basis",
  "elements": ["C", "S", "H", "H", "H", "H", "H", "H", "O", "H", "H", "O", "H", "H", "O", "H", "H", "O", "H", "H", "O", "H", "H", "O"],
  "coordinates": [[-0.6653, -1.7340, -3.9897], [-0.1714, -1.4620, -5.8336], [0.1931, -2.2044, -3.7343], [-0.7824, -0.8245, -3.5015], [-1.5504, -2.4228, -3.9369], [-0.1108, -0.1545, -5.9668], [1.4187, 0.7102, 1.4743], [1.8216, -0.6733, 0.7760], [2.1330, 0.0122, 1.4883], [-0.4889, 0.7966, -0.1694], [-1.6477, 0.9245, 0.8563], [-1.2785, 0.4677, 0.0959], [3.8924, 4.2732, -1.0093], [2.6407, 4.9604, -0.9539], [3.4901, 5.0146, -1.3525], [0.7237, 1.7675, 2.8866], [0.5190, 2.9193, 2.2518], [0.2720, 1.9527, 2.0558], [0.8842, -1.5226, 6.4263], [0.8013, -1.4254, 4.9183], [1.3575, -1.8355, 5.6377], [-4.7314, -3.6841, -0.1271], [-3.9120, -2.9693, 1.1038], [-4.8086, -2.8865, 0.6039]],
  "nbo_charge": [-0.645, -0.122, 0.205, 0.219, 0.221, 0.123, 0.480, 0.472, -0.974, 0.463, 0.484, -0.946, 0.459, 0.458, -0.917, 0.477, 0.480, -0.937, 0.463, 0.466, -0.930, 0.471, 0.472, -0.943],
  "gap_ev": 8.7,
  "charge": 0,
  "smiles": "CS.O.O.O.O.O.O",
  "e_above_lowest_kcal_mol": 63.9,
  "largest_force_ev_per_a": 4.81,
  "e_homo_ev": -9.03,
  "multiplicity": 1
}

(8)
{
  "formula": "CH16O7",
  "method": "the ωB97M-V functional and the def2-TZVPD basis",
  "elements": ["C", "O", "H", "H", "H", "H", "H", "H", "O", "H", "H", "O", "H", "H", "O", "H", "H", "O", "H", "H", "O", "H", "H", "O"],
  "coordinates": [[-1.4018, -1.7590, -1.5621], [-2.1633, -1.1511, -0.5085], [-2.0007, -1.9517, -2.4578], [-0.6851, -1.0050, -1.8832], [-0.9116, -2.6446, -1.1652], [-2.6966, -1.8344, -0.0963], [-1.0956, -0.1879, 1.4189], [-1.6115, 0.8031, 2.4652], [-1.1331, -0.0251, 2.3678], [2.3848, -0.1966, 2.7225], [0.9474, -0.2122, 3.0927], [1.6306, 0.4074, 2.7854], [-2.4559, 1.3439, -0.2226], [-3.0585, 2.7695, 0.0640], [-2.2954, 2.1952, 0.2003], [1.3398, 0.2711, 0.9640], [1.8749, 1.0762, -0.2600], [1.4086, 0.2618, -0.0066], [3.2898, -2.6956, -2.3499], [2.4381, -1.7524, -1.4157], [2.4980, -2.6198, -1.8269], [0.6545, 2.4770, -0.9746], [1.5055, 3.5612, -0.3412], [1.5372, 2.8690, -1.0102]],
  "nbo_charge": [-0.252, -0.758, 0.163, 0.197, 0.181, 0.472, 0.491, 0.484, -0.975, 0.468, 0.496, -0.942, 0.491, 0.476, -0.968, 0.493, 0.489, -1.019, 0.469, 0.492, -0.962, 0.487, 0.476, -0.951],
  "gap_ev": 11.3,
  "charge": 0,
  "smiles": "CO.O.O.O.O.O.O",
  "e_above_lowest_kcal_mol": 11.5,
  "largest_force_ev_per_a": 1.07,
  "e_homo_ev": -10.75,
  "multiplicity": 1
}

(9)
{
  "formula": "CH16O7",
  "method": "the ωB97M-V functional and the def2-TZVPD basis",
  "elements": ["O", "H", "H", "O", "H", "H", "O", "H", "H", "O", "H", "H", "O", "H", "H", "O", "H", "H", "C", "O", "H", "H", "H", "H"],
  "coordinates": [[0.5651, 1.6803, 2.9717], [0.8494, 2.0069, 2.1028], [-0.0797, 2.3697, 3.1697], [-0.9546, -0.8432, 1.9651], [-0.6837, -1.5061, 2.6114], [-0.3855, -0.0907, 2.2985], [0.4838, 0.8346, -1.6109], [-0.2532, 1.3306, -1.2817], [0.1267, -0.0820, -1.7426], [-3.1380, -0.9105, -0.7063], [-4.0472, -0.7071, -0.4195], [-2.6974, -1.2331, 0.0931], [3.2511, 1.3206, -1.0023], [3.4796, 2.1088, -1.5031], [2.5504, 0.8438, -1.3868], [1.4803, 3.1132, 0.9365], [1.3065, 3.9483, 0.4742], [2.0673, 2.5754, 0.3775], [-0.7174, -3.0626, -1.4633], [-0.1480, -1.8213, -1.0496], [-0.7441, -3.7607, -0.6282], [-1.7671, -2.9679, -1.8380], [-0.1337, -3.5840, -2.2172], [-0.4105, -1.5633, -0.1511]],
  "nbo_charge": [-0.974, 0.497, 0.465, -0.989, 0.471, 0.511, -0.994, 0.474, 0.508, -0.948, 0.470, 0.478, -0.970, 0.472, 0.504, -0.984, 0.486, 0.512, -0.252, -0.768, 0.164, 0.181, 0.183, 0.502],
  "gap_ev": 11.0,
  "charge": 0,
  "smiles": "CO.O.O.O.O.O.O",
  "e_above_lowest_kcal_mol": 9.5,
  "largest_force_ev_per_a": 2.77,
  "e_homo_ev": -10.50,
  "multiplicity": 1
}

(10)
{
  "formula": "CH17O11",
  "method": "the ωB97M-V functional and the def2-TZVPD basis",
  "elements": ["C", "O", "O", "O", "H", "O", "H", "H", "O", "H", "H", "O", "H", "H", "O", "H", "H", "O", "H", "H", "O", "H", "H", "O", "H", "H", "O", "H", "H"],
  "coordinates": [[0.1763, -0.3561, 0.6029], [0.2817, 0.8456, 0.9398], [0.5626, -1.3738, 1.3842], [-0.2688, -0.5779, -0.5091], [0.8476, -1.0728, 2.2499], [-2.6962, -0.8694, 0.0040], [-1.7177, -0.8196, -0.0137], [-2.9510, -0.1953, 0.6632], [0.2538, -1.2750, -3.0628], [-0.0164, -2.2137, -3.1846], [-0.1496, -1.1003, -2.1888], [1.2009, 3.1856, 0.5496], [0.9308, 2.2641, 0.5852], [2.0628, 3.1257, 0.2195], [-1.5709, 2.0264, -0.5211], [-0.9057, 1.6807, 0.0454], [-1.1098, 1.9989, -1.4123], [2.4115, -1.9744, -1.4520], [1.6920, -1.5871, -1.9648], [2.1239, -1.9218, -0.5386], [-0.9217, 1.9759, 3.0485], [-0.4622, 1.4926, 2.3798], [-0.5550, 2.8808, 2.9296], [1.6754, 1.1102, -1.5801], [1.1012, 0.8246, -0.8380], [2.5333, 0.6876, -1.5416], [-1.5803, -3.2533, 1.1302], [-0.7016, -2.8277, 1.2129], [-2.2468, -2.6803, 0.8630]],
  "nbo_charge": [0.988, -0.840, -0.716, -0.767, 0.507, -0.982, 0.474, 0.469, -0.958, 0.461, 0.507, -0.968, 0.483, 0.455, -0.963, 0.471, 0.465, -0.983, 0.496, 0.460, -0.975, 0.484, 0.470, -0.974, 0.483, 0.473, -0.994, 0.484, 0.491],
  "gap_ev": 10.0,
  "charge": -1,
  "e_above_lowest_kcal_mol": 8.1,
  "largest_force_ev_per_a": 3.91,
  "e_homo_ev": -7.13,
  "multiplicity": 1
}